DFT (the ωB97M-V functional and the def2-TZVPD basis) results for a molecular structure, C15H26NO3Ru.

Geometry as XYZ:
```
46
Properties=species:S:1:pos:R:3:lowdin_spin:R:1
H -1.789 -0.780 -2.858 0.001
H -0.209 -3.813 2.966 -0.001
H 0.469 1.312 3.911 0.005
C 1.388 2.763 -1.212 0.003
H -0.035 -1.313 3.652 0.005
H -0.967 1.691 -2.854 0.001
H 1.951 -1.165 -2.360 0.001
C 0.648 1.345 2.834 0.020
H 1.811 0.441 -3.141 0.001
C 0.070 -1.700 0.269 0.204
C 0.078 -2.148 1.654 0.126
H -2.611 2.050 -2.286 0.001
Ru 0.117 0.274 0.065 2.698
H 0.024 -2.321 -1.826 -0.002
H 1.660 3.775 -0.915 0.001
C 2.294 -0.135 -2.354 0.011
H -3.318 -0.113 -2.221 0.002
C -0.293 -4.376 0.879 0.277
C -0.227 -3.950 -0.487 0.099
C -1.568 0.380 2.431 0.027
O -1.609 0.542 -1.238 0.106
C 0.390 -1.100 2.670 0.030
C -1.080 2.844 -1.017 0.003
H 1.165 2.745 -2.280 0.001
C -2.337 -0.502 -1.959 0.009
H -0.343 -4.685 -1.274 0.002
H -2.121 -0.412 1.930 0.003
H 3.374 1.935 -1.388 0.002
H -1.757 0.320 3.505 0.008
H -1.894 1.356 2.078 0.002
C 2.453 1.780 -0.826 0.006
N -0.098 0.227 2.179 0.091
H 1.474 -1.029 2.789 0.007
H 0.288 2.295 2.448 0.000
H 2.689 1.850 0.236 0.001
C -0.161 -3.461 1.943 0.025
C -0.027 -2.634 -0.791 0.040
C -1.596 1.808 -1.969 0.007
H -0.421 -5.430 1.096 0.010
H 3.375 -0.113 -2.465 0.002
O 0.189 2.351 -0.478 0.067
H -0.934 3.810 -1.498 0.000
O 1.960 0.423 -1.042 0.094
H -2.448 -1.343 -1.284 0.001
H -1.740 2.974 -0.162 0.000
H 1.715 1.232 2.650 0.002
```

Output
Kohn-Sham gap (spin up / spin down)   8.9 / 6.6 eV
2S+1   5
Lowest unoccupied orbital energy (spin up / spin down)   -11.09 / -13.56 eV
Electronic energy   -26158.720 eV
Charge   +3